{
  "formula": "C5H13N3O",
  "method": "the ωB97M-V functional and the def2-TZVPD basis",
  "e_above_lowest_ev": 1.988,
  "total_charge": 0,
  "e_tot_ha": -437.78101,
  "lumo_energy_ha": 0.0372,
  "elements": ["C", "C", "O", "N", "N", "H", "H", "H", "H", "H", "H", "C", "N", "C", "C", "H", "H", "H", "H", "H", "H", "H"],
  "positions_angstrom": [[-1.6738, -1.2384, 0.2550], [-1.5707, -0.4246, 1.5154], [-2.0622, 0.6789, 1.6657], [-0.8608, -1.0123, 2.5098], [-0.5241, -0.3080, 3.6869], [-1.4976, -2.2936, 0.4411], [-0.9350, -0.8561, -0.4527], [-2.6587, -1.0971, -0.1812], [-0.3054, -1.8384, 2.3470], [-0.6181, 0.6858, 3.4688], [-1.2157, -0.5147, 4.4102], [-0.1771, 1.7617, -0.9873], [0.2601, 0.6808, -1.4423], [1.3058, 0.6697, -2.4238], [2.4784, -0.1618, -1.9104], [0.1868, 2.7476, -1.2999], [-0.9612, 1.7368, -0.2453], [0.8942, 0.1939, -3.3201], [1.6430, 1.6858, -2.6874], [3.2474, -0.2351, -2.6748], [2.9061, 0.2999, -1.0234], [2.1386, -1.1608, -1.6510]]
}